No. 1
A molecular structure, C45H44N2O2P2PdS2 in a non-equilibrium geometry. Source: the OMol25 dataset; level of theory: the ωB97M-V functional and the def2-TZVPD basis.

```
98
Properties=species:S:1:pos:R:3:mulliken_spin:R:1
Pd 1.485 -0.153 0.180 0.881
S 2.408 0.968 2.224 0.085
C 3.973 1.493 1.636 0.013
C 4.827 2.138 2.543 -0.013
C 6.062 2.644 2.170 0.004
C 6.486 2.514 0.851 0.000
C 5.664 1.875 -0.062 0.001
C 4.413 1.344 0.294 -0.009
S 3.494 0.542 -0.954 0.074
H 4.494 2.237 3.570 0.002
H 6.688 3.146 2.903 0.000
H 7.450 2.907 0.543 0.000
H 5.973 1.767 -1.096 0.003
C -0.267 -5.469 2.304 0.012
N 0.985 -5.162 1.624 0.023
N 1.726 -4.091 2.169 -0.025
C 2.169 -3.221 1.161 -0.011
O 2.933 -2.302 1.353 0.015
C 1.582 -3.753 -0.055 0.037
C 0.895 -4.872 0.248 0.052
C 0.148 -5.805 -0.641 0.026
C 2.056 -4.030 3.514 -0.007
C 2.213 -5.193 4.276 0.008
C 2.477 -5.103 5.634 -0.001
C 2.607 -3.863 6.244 0.001
C 2.495 -2.709 5.472 -0.001
C 2.217 -2.779 4.120 0.001
H -0.128 -5.373 3.377 -0.002
H -0.548 -6.498 2.077 0.005
H -1.081 -4.800 2.002 0.001
H 1.739 -3.313 -1.025 -0.016
H 0.287 -5.497 -1.675 -0.006
H -0.923 -5.806 -0.425 0.013
H 0.513 -6.830 -0.518 -0.002
H 2.136 -6.159 3.795 0.000
H 2.588 -6.010 6.217 0.000
H 2.801 -3.798 7.308 0.000
H 2.611 -1.738 5.938 0.001
H 2.121 -1.884 3.513 -0.005
C -1.783 -2.067 2.248 0.038
O -0.437 -1.782 1.925 0.088
C -0.072 -1.399 0.646 0.537
C -1.125 -1.620 -0.401 -0.019
H -2.416 -1.182 2.106 0.002
H -1.785 -2.352 3.300 -0.008
H -2.196 -2.884 1.647 0.015
H -1.365 -2.701 -0.519 0.109
H -0.765 -1.257 -1.360 0.014
H -2.067 -1.104 -0.166 0.034
C -0.987 2.195 -2.512 0.052
P 0.072 1.632 -1.029 -0.040
C -1.010 2.330 0.304 0.023
C -1.699 3.539 0.180 -0.006
C -2.492 4.018 1.212 0.002
C -2.600 3.308 2.401 0.002
C -1.887 2.128 2.554 0.011
C -1.099 1.648 1.517 -0.006
C 1.299 3.007 -1.119 0.002
C 1.882 3.414 -2.317 0.008
C 2.866 4.390 -2.333 0.002
C 3.301 4.965 -1.149 0.001
C 2.742 4.554 0.052 -0.005
C 1.745 3.592 0.067 -0.011
P -1.641 0.831 -3.565 -0.004
C -3.025 0.164 -2.563 -0.020
C -3.351 -1.179 -2.771 0.011
C -4.447 -1.754 -2.151 0.013
C -5.247 -0.993 -1.310 0.002
C -4.935 0.346 -1.099 0.002
C -3.844 0.921 -1.727 0.010
C -2.664 1.819 -4.741 -0.010
C -3.712 1.172 -5.408 0.002
C -4.525 1.842 -6.302 -0.001
C -4.308 3.189 -6.575 0.000
C -3.255 3.837 -5.946 -0.001
C -2.443 3.165 -5.045 0.006
H -0.336 2.767 -3.173 0.002
H -1.813 2.834 -2.199 0.003
H -1.598 4.141 -0.716 0.002
H -3.019 4.959 1.094 0.001
H -3.217 3.688 3.208 0.000
H -1.932 1.585 3.491 0.002
H -0.509 0.747 1.646 -0.043
H 1.612 2.935 -3.252 0.000
H 3.317 4.682 -3.275 0.000
H 4.096 5.702 -1.160 0.000
H 3.098 4.967 0.988 0.000
H 1.346 3.249 1.012 0.009
H -2.711 -1.774 -3.412 0.004
H -4.678 -2.800 -2.314 -0.003
H -6.106 -1.436 -0.820 0.000
H -5.552 0.942 -0.437 0.000
H -3.621 1.966 -1.547 0.005
H -3.896 0.125 -5.195 0.000
H -5.339 1.321 -6.793 0.000
H -4.951 3.723 -7.263 0.000
H -3.062 4.881 -6.164 0.000
H -1.626 3.700 -4.580 0.002
```

## Properties
2S+1 = 3
HOMO (alpha / beta) = 1.12 / -0.09 eV
Charge = -2

No. 2
10 unconnected molecules or ions with the total composition C31H53BrIN12O. Source: the OMol25 dataset; level of theory: the ωB97M-V functional and the def2-TZVPD basis.

```
99
Properties=species:S:1:pos:R:3:lowdin_charge:R:1
C -1.524 -2.129 2.062 -0.160
C -2.914 -1.491 1.889 -0.771
I -3.409 -0.351 3.649 0.907
C -4.080 -2.462 1.615 -0.212
C -4.296 -2.914 0.155 -0.150
C -3.981 -1.918 -0.992 -0.297
N -4.214 -0.525 -0.659 0.085
C -2.539 -2.269 -1.370 -0.264
C -1.929 -1.584 -2.586 -0.140
C -0.416 -1.458 -2.389 -0.208
C 0.406 -1.154 -3.640 -0.203
C -0.187 -0.101 -4.569 -0.279
N -0.158 1.215 -3.915 0.005
C -2.658 -3.781 -1.461 -0.035
N -3.341 -4.091 -0.147 -0.043
C -3.978 -5.423 0.010 -0.113
C -3.017 -6.532 -0.386 -0.839
O -1.852 -6.456 -0.224 0.080
Br -3.897 -8.069 -1.069 0.841
H -1.202 -2.195 3.100 0.045
H -0.775 -1.535 1.535 0.067
H -1.462 -3.144 1.649 0.063
H -2.863 -0.733 1.115 0.038
H -5.027 -2.047 1.964 0.088
H -3.921 -3.358 2.231 0.125
H -5.313 -3.290 0.049 0.155
H -4.604 -2.226 -1.846 0.158
H -4.821 -0.399 0.143 0.086
H -4.633 -0.021 -1.430 0.097
H -1.901 -2.050 -0.504 0.130
H -2.147 -2.144 -3.505 0.129
H -2.388 -0.597 -2.694 0.118
H -0.042 -2.394 -1.955 0.110
H -0.233 -0.684 -1.633 0.068
H 1.379 -0.770 -3.315 0.095
H 0.627 -2.078 -4.182 0.114
H -1.209 -0.364 -4.875 0.097
H 0.409 -0.080 -5.486 0.105
H -0.994 1.752 -4.108 0.071
H -0.071 1.139 -2.907 -0.009
H -3.339 -4.079 -2.265 0.155
H -1.729 -4.340 -1.535 0.142
H -2.600 -4.022 0.554 0.136
H -4.920 -5.452 -0.534 0.128
H -4.194 -5.580 1.073 0.156
C 1.629 0.194 1.029 -0.087
C 0.962 0.919 -0.043 -0.256
N 0.433 1.446 -0.915 0.164
H 1.759 -0.848 0.734 0.061
H 2.602 0.637 1.234 0.083
H 1.039 0.252 1.940 0.061
C -1.585 3.360 2.007 -0.077
C -0.171 3.135 2.272 -0.285
N 0.947 2.972 2.463 0.148
H -2.179 2.865 2.773 0.056
H -1.797 4.427 2.044 0.056
H -1.839 2.965 1.024 0.075
C 1.501 4.145 -3.568 -0.075
C 2.903 4.468 -3.792 -0.266
N 4.008 4.721 -3.967 0.133
H 1.318 4.037 -2.499 0.072
H 0.874 4.946 -3.957 0.084
H 1.241 3.206 -4.057 0.049
C 1.135 -4.969 3.644 -0.057
C 1.453 -3.564 3.424 -0.271
N 1.717 -2.460 3.259 0.155
H 0.075 -5.146 3.468 0.074
H 1.719 -5.591 2.967 0.088
H 1.370 -5.244 4.670 0.090
C 0.813 6.950 3.843 -0.060
C -0.480 6.299 4.004 -0.271
N -1.499 5.787 4.132 0.137
H 0.706 8.025 3.979 0.086
H 1.513 6.563 4.581 0.087
H 1.205 6.751 2.847 0.083
C -5.355 -10.663 1.770 -0.077
C -5.835 -9.438 2.395 -0.294
N -6.151 -8.444 2.872 0.120
H -5.763 -11.552 2.246 0.087
H -5.629 -10.667 0.716 0.073
H -4.269 -10.699 1.845 0.083
C 6.622 6.506 -2.678 -0.080
C 6.907 7.802 -2.077 -0.272
N 7.107 8.816 -1.582 0.133
H 5.622 6.496 -3.107 0.044
H 7.340 6.288 -3.466 0.085
H 6.683 5.729 -1.918 0.081
C 5.092 -0.510 -0.625 -0.061
C 4.068 -1.394 -1.170 -0.277
N 3.260 -2.051 -1.649 0.144
H 6.076 -0.859 -0.930 0.087
H 4.942 0.502 -0.998 0.088
H 5.040 -0.505 0.463 0.081
C 8.121 10.749 1.113 -0.091
C 7.713 11.223 2.429 -0.292
N 7.384 11.590 3.465 0.115
H 9.203 10.809 1.013 0.081
H 7.807 9.718 0.970 0.056
H 7.658 11.353 0.335 0.078
```

## Properties
HOMO = -10.98 eV
Charge = +1

No. 3
15 unconnected molecules or ions with the total composition C27H88N26O15 in a non-equilibrium geometry. Source: the OMol25 dataset; level of theory: the ωB97M-V functional and the def2-TZVPD basis.

```
156
Properties=species:S:1:pos:R:3:lowdin_charge:R:1
C 0.127 1.203 -1.065 -0.041
C -0.183 -0.205 -0.514 -0.387
C -1.036 -0.184 0.752 -0.195
O -0.264 0.335 1.824 -0.180
C -0.853 0.058 3.068 -0.114
N -0.826 -1.009 -1.561 0.043
H -0.803 1.775 -1.031 0.083
H 0.630 1.293 -2.027 0.055
H 0.839 1.739 -0.430 0.064
H 0.738 -0.725 -0.234 0.126
H -1.369 -1.207 0.957 0.109
H -1.972 0.363 0.586 0.128
H -1.874 0.424 3.199 0.083
H -0.218 0.313 3.916 0.069
H -0.938 -1.029 3.231 0.082
H -0.109 -1.052 -2.278 0.039
H -1.667 -0.589 -1.935 0.078
C 1.922 -3.537 4.977 -0.063
C 1.647 -3.457 3.469 -0.421
C 2.878 -3.272 2.569 -0.207
O 3.746 -2.220 2.928 -0.169
C 3.096 -0.953 2.929 -0.092
N 0.993 -4.705 3.051 0.046
H 1.010 -3.719 5.554 0.068
H 2.262 -2.606 5.439 0.048
H 2.565 -4.363 5.290 0.080
H 0.954 -2.614 3.401 0.116
H 2.622 -3.256 1.502 0.111
H 3.345 -4.261 2.610 0.125
H 2.379 -0.912 2.101 0.075
H 3.868 -0.199 2.794 0.090
H 2.532 -0.838 3.859 0.079
H 0.465 -4.467 2.220 0.028
H 1.662 -5.421 2.801 0.068
C 3.366 -0.057 -1.602 -0.046
C 4.750 0.405 -2.094 -0.391
C 5.142 -0.126 -3.458 -0.210
O 5.197 -1.552 -3.363 -0.184
C 5.560 -2.140 -4.587 -0.138
N 4.564 1.874 -2.130 0.028
H 2.528 0.543 -1.947 0.049
H 3.363 -0.036 -0.509 0.072
H 3.154 -1.113 -1.803 0.054
H 5.548 0.248 -1.369 0.139
H 6.081 0.345 -3.786 0.125
H 4.498 0.191 -4.285 0.105
H 5.403 -3.213 -4.478 0.080
H 6.576 -1.957 -4.950 0.086
H 4.891 -1.805 -5.391 0.077
H 3.954 2.072 -2.929 0.015
H 5.432 2.264 -2.510 0.069
C 2.536 4.476 -5.816 -0.051
C 2.708 3.685 -4.511 -0.411
C 1.511 3.848 -3.588 -0.210
O 1.358 5.157 -3.043 -0.154
C 0.518 5.110 -1.927 -0.131
N 2.836 2.232 -4.761 0.035
H 2.887 5.487 -5.580 0.078
H 1.521 4.570 -6.199 0.077
H 3.209 4.170 -6.620 0.072
H 3.582 4.048 -3.962 0.132
H 1.498 3.073 -2.814 0.100
H 0.622 3.574 -4.175 0.113
H 1.023 4.866 -0.985 0.080
H -0.433 4.617 -2.150 0.089
H 0.252 6.151 -1.699 0.090
H 1.907 1.903 -5.055 0.023
H 3.375 2.279 -5.622 0.072
C 1.719 3.941 2.345 -0.676
O 1.973 5.068 2.745 0.015
N 2.473 2.858 2.670 0.169
N 0.616 3.534 1.624 0.159
H 3.365 2.988 3.108 0.112
H 2.170 1.966 2.324 0.078
H 0.569 2.578 1.319 0.039
H 0.067 4.161 1.063 0.091
C -0.788 1.267 -5.354 -0.645
O 0.387 1.363 -5.730 -0.030
N -1.719 2.224 -5.557 0.177
N -1.276 0.150 -4.743 0.181
H -2.649 2.077 -5.198 0.060
H -1.478 3.102 -5.975 0.109
H -0.710 -0.658 -4.526 0.047
H -2.224 0.296 -4.436 0.073
C 0.875 -4.110 -0.593 -0.692
O 1.226 -5.188 -0.124 0.015
N -0.220 -3.455 -0.119 0.153
N 1.562 -3.443 -1.550 0.171
H -0.525 -2.525 -0.396 0.026
H -0.956 -3.994 0.302 0.105
H 2.553 -3.582 -1.659 0.110
H 1.181 -2.705 -2.126 0.048
C -5.552 -2.111 0.242 -0.616
O -6.107 -1.014 0.089 -0.031
N -4.905 -2.749 -0.769 0.164
N -5.156 -2.569 1.463 0.155
H -4.938 -2.270 -1.659 0.050
H -4.542 -3.666 -0.606 0.101
H -5.690 -2.301 2.273 0.104
H -4.480 -3.300 1.568 0.093
C -3.270 -3.627 -2.933 -0.651
O -3.863 -2.535 -2.828 -0.063
N -3.854 -4.717 -3.464 0.180
N -1.990 -3.755 -2.556 0.193
H -4.759 -4.547 -3.868 0.119
H -3.291 -5.525 -3.645 0.105
H -1.511 -3.022 -2.053 0.049
H -1.418 -4.514 -2.884 0.110
C 1.694 2.671 6.075 -0.669
O 2.689 2.153 6.592 -0.012
N 0.526 2.039 5.820 0.167
N 1.640 3.997 5.774 0.160
H 0.349 1.088 6.140 0.030
H -0.280 2.568 5.540 0.100
H 0.898 4.253 5.146 0.085
H 2.418 4.622 5.856 0.107
C 1.415 -2.347 -4.883 -0.614
O 0.667 -1.808 -4.048 -0.035
N 1.449 -1.971 -6.174 0.188
N 2.056 -3.523 -4.636 0.181
H 1.779 -2.599 -6.881 0.103
H 0.814 -1.249 -6.481 0.106
H 2.543 -3.894 -5.428 0.099
H 1.919 -3.991 -3.758 0.080
C -3.397 1.267 6.856 -0.670
O -3.108 1.754 7.933 0.035
N -2.593 0.440 6.114 0.157
N -4.622 1.457 6.247 0.136
H -1.683 0.124 6.435 0.053
H -3.019 -0.036 5.345 0.073
H -5.347 1.983 6.696 0.100
H -4.857 0.749 5.580 0.073
C 0.962 -1.075 7.450 -0.633
O 0.106 -0.471 6.787 -0.031
N 0.709 -2.143 8.245 0.174
N 2.269 -0.719 7.441 0.181
H 1.493 -2.580 8.684 0.100
H -0.225 -2.504 8.309 0.114
H 2.529 0.095 6.888 0.078
H 2.956 -1.391 7.719 0.102
C -4.094 1.549 -2.419 -0.645
O -3.814 1.925 -3.548 0.007
N -4.081 2.304 -1.287 0.178
N -4.480 0.253 -2.147 0.170
H -3.651 3.211 -1.364 0.113
H -4.426 1.987 -0.402 0.071
H -4.360 -0.411 -2.902 0.077
H -4.943 -0.007 -1.292 0.053
C -6.383 2.741 0.997 -0.726
O -5.863 3.676 1.603 0.014
N -6.334 1.433 1.436 0.146
N -7.081 2.858 -0.133 0.155
H -6.460 0.683 0.767 0.037
H -5.791 1.312 2.275 0.095
H -7.657 2.149 -0.549 0.107
H -7.279 3.792 -0.458 0.114
```

## Properties
Energy relative to the best compared isomer or geometry (same formula, charge and spin) = 0.0 kcal/mol
HOMO = -8.88 eV

No. 4
A gas-phase ion, C4H11N2O (charge +1) in a non-equilibrium geometry. Source: the OMol25 dataset; level of theory: the ωB97M-V functional and the def2-TZVPD basis.

```
18
Properties=species:S:1:pos:R:3:nbo_charge:R:1
C 1.785 -0.304 0.494 -0.774
C 0.876 0.820 0.426 0.747
N 1.265 2.078 0.284 -0.698
O -0.378 0.722 0.785 -0.426
C -1.218 -0.480 0.902 -0.070
C -1.718 -0.910 -0.518 -0.251
N -1.108 -0.134 -1.597 -0.836
H 1.289 -1.273 0.363 0.269
H 2.339 -0.391 1.437 0.305
H 2.701 -0.285 -0.178 0.284
H 2.234 2.262 0.080 0.422
H 0.660 2.889 0.069 0.454
H -2.003 -0.123 1.539 0.229
H -0.693 -1.284 1.402 0.197
H -1.461 -2.020 -0.621 0.188
H -2.762 -0.804 -0.548 0.223
H -0.184 -0.544 -1.890 0.351
H -1.622 -0.220 -2.430 0.385
```

## Properties
Structure (SMILES) = CC(=[NH2+])OCCN
Energy relative to the best compared isomer or geometry (same formula, charge and spin) = 43.4 kcal/mol
HOMO = -13.53 eV
Charge = +1